Record 1
{
  "formula": "C36H29AsFeIN2S2",
  "method": "ωB97M-V/def2-TZVPD",
  "species": ["Fe", "C", "C", "N", "C", "C", "S", "C", "C", "S", "C", "N", "C", "H", "H", "H", "H", "H", "H", "H", "H", "I", "C", "C", "C", "C", "C", "C", "C", "C", "C", "C", "H", "H", "H", "H", "H", "H", "C", "C", "C", "C", "C", "C", "As", "C", "C", "C", "C", "C", "C", "C", "C", "C", "C", "C", "C", "H", "H", "H", "H", "H", "H", "H", "H", "H", "H", "H", "H", "H", "H", "H"],
  "xyz": [[0.219, -0.136, 0.108], [3.609, -1.990, 0.012], [3.448, -0.514, 0.011], [2.325, 0.188, -0.041], [2.620, 1.541, -0.031], [3.931, 1.859, 0.023], [4.855, 0.439, 0.065], [1.516, 2.482, -0.042], [1.624, 3.828, 0.034], [0.076, 4.510, 0.012], [-0.639, 2.974, -0.094], [0.234, 1.979, -0.119], [-2.131, 2.921, -0.126], [2.656, -2.472, 0.079], [4.212, -2.314, 0.861], [4.098, -2.322, -0.904], [4.386, 2.835, 0.038], [2.514, 4.429, 0.107], [-2.536, 3.932, -0.146], [-2.513, 2.418, 0.761], [-2.486, 2.392, -1.006], [-2.444, -0.346, -0.136], [-2.564, -0.249, 1.927], [-3.790, -0.380, 2.504], [-3.880, -0.320, 3.915], [-2.757, -0.120, 4.658], [-1.482, 0.031, 4.050], [-0.333, 0.284, 4.837], [0.869, 0.486, 4.232], [0.989, 0.399, 2.823], [-0.071, 0.102, 1.997], [-1.349, -0.046, 2.636], [-4.680, -0.530, 1.907], [-4.847, -0.423, 4.391], [-2.822, -0.063, 5.738], [-0.434, 0.330, 5.914], [1.745, 0.703, 4.832], [1.975, 0.560, 2.400], [-4.114, -4.779, 0.527], [-3.528, -4.099, 1.590], [-2.290, -3.500, 1.430], [-1.631, -3.578, 0.204], [-2.202, -4.276, -0.848], [-3.451, -4.871, -0.685], [0.108, -2.732, 0.085], [0.947, -3.740, 1.508], [0.737, -5.115, 1.599], [1.300, -5.833, 2.643], [2.060, -5.181, 3.606], [2.257, -3.810, 3.526], [1.702, -3.089, 2.476], [0.788, -3.508, -1.555], [0.337, -2.951, -2.751], [0.808, -3.424, -3.967], [1.738, -4.455, -3.995], [2.192, -5.010, -2.807], [1.721, -4.538, -1.588], [-5.082, -5.246, 0.651], [-4.034, -4.040, 2.546], [-1.833, -2.985, 2.268], [-1.687, -4.365, -1.796], [-3.897, -5.413, -1.509], [0.125, -5.624, 0.864], [1.137, -6.901, 2.710], [2.489, -5.743, 4.426], [2.835, -3.298, 4.285], [1.842, -2.018, 2.426], [-0.394, -2.149, -2.740], [0.452, -2.988, -4.891], [2.106, -4.826, -4.942], [2.912, -5.818, -2.826], [2.082, -4.978, -0.667]],
  "forces_ev_per_angstrom": [[0.07, 0.17, -0.64], [0.14, 0.03, -0.09], [-0.36, 0.11, -0.08], [0.37, -0.23, 0.21], [-0.23, -0.06, 0.00], [0.16, 0.14, -0.04], [0.24, -0.04, 0.01], [0.02, -0.15, -0.05], [0.10, 0.14, 0.01], [-0.07, 0.25, -0.01], [0.01, -0.32, -0.02], [-0.20, 0.11, 0.10], [0.05, 0.08, 0.01], [-0.27, -0.19, 0.00], [0.00, 0.01, -0.01], [-0.01, 0.02, -0.01], [-0.03, -0.02, 0.01], [-0.01, -0.03, 0.00], [0.04, 0.01, 0.01], [-0.02, 0.01, 0.01], [-0.01, 0.06, 0.00], [-0.11, -0.16, -0.55], [0.11, 0.01, 0.17], [0.01, 0.02, 0.27], [-0.07, -0.02, -0.18], [0.11, -0.01, 0.01], [-0.02, 0.03, 0.07], [-0.10, -0.02, 0.03], [0.10, 0.00, -0.15], [-0.03, 0.04, 0.22], [-0.15, -0.23, 0.27], [-0.07, 0.04, 0.09], [0.02, -0.01, 0.00], [0.02, -0.01, -0.01], [0.02, 0.00, -0.01], [0.00, 0.01, -0.02], [0.00, 0.01, -0.03], [0.02, -0.04, 0.02], [0.00, 0.02, 0.05], [-0.04, -0.01, -0.05], [-0.01, -0.10, -0.01], [0.00, -0.13, 0.09], [-0.15, 0.01, 0.02], [0.08, 0.04, -0.04], [0.07, 0.35, 0.28], [0.08, -0.08, -0.02], [0.06, 0.00, 0.09], [-0.01, 0.01, -0.01], [-0.01, 0.00, 0.00], [-0.02, 0.01, -0.02], [0.00, -0.09, 0.07], [0.09, 0.07, -0.04], [0.08, -0.01, -0.04], [-0.01, 0.01, 0.02], [-0.01, -0.01, 0.01], [-0.02, 0.01, 0.01], [-0.01, -0.03, -0.05], [0.01, 0.00, 0.01], [0.00, 0.00, -0.01], [0.01, 0.02, 0.01], [-0.01, -0.01, -0.01], [0.01, 0.00, 0.01], [-0.01, 0.00, 0.00], [0.01, 0.01, 0.00], [0.00, 0.01, -0.01], [-0.01, -0.01, 0.00], [-0.02, 0.04, -0.01], [0.00, 0.03, 0.01], [0.00, -0.01, 0.01], [0.00, 0.00, 0.01], [0.00, 0.02, 0.00], [0.01, 0.00, 0.01]],
  "charge": 1,
  "homo_ha": [-0.3705, -0.3695],
  "multiplicity": 1,
  "total_energy_ev": -165774.40030,
  "homo_lumo_gap_ev": [7.45, 7.36],
  "mol_weight_g_mol": 811.45
}


Record 2
{
  "formula": "C4H6",
  "method": "ωB97M-V/def2-TZVPD",
  "species": ["C", "C", "C", "C", "H", "H", "H", "H", "H", "H"],
  "xyz": [[0.860, -1.174, -0.730], [-0.401, -0.465, -1.238], [-0.696, 0.360, -0.385], [-0.721, 1.170, 0.810], [1.681, -0.974, -1.415], [0.661, -2.237, -0.631], [1.171, -0.806, 0.267], [-0.808, 0.518, 1.688], [-1.566, 1.851, 0.771], [0.216, 1.738, 0.891]],
  "forces_ev_per_angstrom": [[0.44, -0.49, -0.20], [0.33, 0.44, 1.04], [-0.35, 0.10, -0.30], [-0.19, 0.21, 0.09], [0.06, -0.35, -0.08], [0.25, -0.14, -0.23], [-0.06, -0.22, -0.42], [-0.15, 0.20, -0.13], [-0.04, 0.22, 0.27], [-0.29, 0.03, -0.06]],
  "homo_ha": -0.3414,
  "multiplicity": 1,
  "total_energy_ev": -4241.64307,
  "homo_lumo_gap_ev": 10.24,
  "mol_weight_g_mol": 54.09
}


Record 3
{
  "formula": "C6H11N",
  "method": "ωB97M-V/def2-TZVPD",
  "species": ["C", "C", "C", "C", "C", "C", "N", "H", "H", "H", "H", "H", "H", "H", "H", "H", "H", "H"],
  "xyz": [[-1.599, -1.597, 2.089], [-1.048, -0.569, 1.182], [0.254, -0.591, 0.726], [0.699, 0.280, -0.368], [1.632, 1.372, 0.008], [0.081, 0.105, -1.658], [0.275, 0.953, -2.746], [-0.946, -2.255, 2.585], [-2.350, -2.197, 1.406], [-2.296, -1.080, 2.737], [-1.718, 0.162, 0.926], [0.809, -1.354, 1.185], [1.716, 1.771, 1.054], [1.298, 2.285, -0.490], [2.692, 1.249, -0.414], [-0.437, -0.805, -1.880], [0.029, 0.625, -3.657], [0.909, 1.647, -2.683]],
  "forces_ev_per_angstrom": [[-3.23, 0.06, -2.10], [4.41, -1.81, -0.13], [-4.09, 0.52, 0.08], [-1.93, -1.01, -2.46], [1.73, 1.83, -1.07], [2.87, 1.41, 3.18], [-2.53, -2.90, 0.57], [0.89, -0.67, 0.55], [1.42, 0.58, 1.32], [0.05, -0.21, 0.77], [-1.43, 1.79, -1.09], [1.43, -0.83, 0.34], [-0.28, -1.29, -0.62], [-0.04, 0.22, -0.30], [-1.22, -0.09, 0.74], [-0.51, -0.16, 0.20], [0.06, -0.01, -0.12], [2.39, 2.58, 0.15]],
  "homo_ha": -0.2697,
  "multiplicity": 1,
  "total_energy_ev": -7888.32556,
  "homo_lumo_gap_ev": 8.39,
  "mol_weight_g_mol": 97.16
}


Record 4
{
  "formula": "C2H3Cl2PS3",
  "method": "ωB97M-V/def2-TZVPD",
  "species": ["S", "P", "S", "C", "C", "Cl", "Cl", "S", "H", "H", "H"],
  "xyz": [[0.928, -1.475, 1.297], [-0.834, -0.453, 2.043], [-1.767, 0.076, 0.218], [-0.391, 1.169, -0.304], [-0.277, 2.300, 0.599], [-1.549, 3.468, 0.687], [1.327, 3.090, 0.371], [-0.163, 1.398, 2.548], [0.691, -2.318, 2.282], [-0.664, 1.700, -1.262], [0.461, 0.496, -0.329]],
  "forces_ev_per_angstrom": [[-0.40, 0.38, 0.04], [-0.02, -0.63, -0.57], [-0.02, 0.20, -0.11], [-1.94, -0.27, -1.54], [2.08, 0.04, 3.83], [-0.09, -0.14, -0.33], [-0.61, -0.09, 0.02], [-0.03, 1.75, -1.66], [0.25, -0.68, 0.30], [0.40, -1.27, 0.37], [0.38, 0.69, -0.35]],
  "homo_ha": -0.3371,
  "multiplicity": 1,
  "total_energy_ev": -68962.31173,
  "homo_lumo_gap_ev": 8.81,
  "mol_weight_g_mol": 225.13
}